Version A
Density functional theory data (ωB97M-V with the def2-TZVPD basis set) for a cluster of 2 separate species, C3H6INO3 in total.

Total charge   0
Frontier orbital gap   9.8 eV
LUMO energy   0.389 eV

Each line ends with the Löwdin charge.
Atoms and positions in Å:
H: 1.371 -0.524 -0.749  0.123
O: 0.373 1.697 0.139  -0.059
O: 2.345 0.587 2.056  0.204
H: -0.995 -0.886 1.065  0.100
C: -0.219 0.786 -0.824  -0.329
C: 0.197 -0.643 -0.601  -0.847
H: 0.029 1.366 -1.709  0.124
H: 0.247 1.143 0.879  0.017
N: -0.114 -1.139 0.648  -0.006
O: 3.584 0.322 0.153  0.228
H: 0.087 -2.084 0.890  0.083
C: 2.952 0.423 1.092  -0.465
I: -0.668 -1.813 -2.230  0.734
H: -1.265 0.835 -0.634  0.093

Version B
Density functional theory data (ωB97M-V with the def2-TZVPD basis set) for a structure of composition C3H6INO3.

Total charge   0
Frontier orbital gap   8.9 eV
LUMO energy   -0.449 eV

Each line ends with the Löwdin charge.
Atoms and positions in Å:
H: -0.055 1.525 -1.544  0.139
C: 0.298 -0.196 -0.378  -0.586
H: -0.814 -0.149 -2.169  0.150
H: 1.865 0.398 -2.059  -0.046
O: 0.757 -2.275 0.684  0.046
I: 2.614 0.118 0.293  0.762
O: 1.092 0.171 -2.568  -0.117
O: 0.556 -2.311 -1.428  0.215
H: -0.483 -0.389 1.374  0.086
H: -0.943 1.160 0.661  0.163
C: 0.003 0.430 -1.716  -0.243
C: 0.589 -1.720 -0.357  -0.785
H: 0.587 -1.831 -2.255  0.126
N: -0.727 0.095 0.530  0.093

Version C
Density functional theory data (ωB97M-V with the def2-TZVPD basis set) for a cluster of 2 separate species, C3H6INO3 in total.

Total charge   0
Frontier orbital gap (spin up / spin down)   8.4 / 8.4 eV
LUMO energy (spin up / spin down)   -0.656 / -0.657 eV

Each line ends with the Löwdin charge.
Atoms and positions in Å:
H: 0.620 -1.850 -0.299  0.102
H: 0.155 1.578 -1.033  0.045
C: 0.541 0.104 0.358  -0.748
H: 1.623 -0.576 -1.351  0.170
C: 0.616 -0.869 -0.826  -0.352
I: 1.651 -0.398 2.030  1.010
O: -0.400 -0.589 -1.716  -0.071
H: -0.351 2.155 0.403  0.131
C: 0.478 1.502 -0.067  -0.149
O: -2.338 -0.270 0.497  0.037
O: -1.252 -1.527 1.929  -0.032
H: 1.389 2.009 0.286  0.080
N: -1.400 -0.651 1.113  -0.342
H: -1.334 -0.620 -1.325  0.119

Most favorable structure: version A. The second most favorable one is 72.8 kJ/mol above it.